{"formula": "C49H43Cl4N8O5RbS", "method": "the ωB97M-V functional and the def2-TZVPD basis", "total_charge": -2, "homo_energy_ev": -1.506, "e_above_lowest_kj_mol": 52.69, "e_tot_ev": -135253.987, "fmax_ha_per_bohr": 0.0043, "orbital_gap_ev": 4.663, "multiplicity": 1, "elements": ["Rb", "Cl", "C", "C", "C", "N", "C", "O", "C", "C", "C", "C", "C", "N", "C", "C", "C", "Cl", "N", "C", "O", "C", "C", "C", "C", "C", "N", "H", "H", "H", "H", "H", "H", "H", "H", "H", "H", "C", "C", "C", "C", "C", "C", "N", "N", "C", "C", "C", "C", "C", "N", "H", "H", "H", "H", "H", "H", "H", "H", "H", "C", "C", "C", "S", "O", "C", "C", "C", "H", "H", "H", "H", "H", "H", "H", "H", "H", "H", "H", "H", "H", "H", "Cl", "C", "C", "C", "C", "C", "Cl", "C", "N", "C", "C", "C", "C", "C", "C", "C", "C", "O", "O", "H", "H", "H", "H", "H", "H", "H", "H", "H", "H"], "coordinates": [[1.643, -1.235, 0.502], [1.245, -7.068, 5.722], [1.707, -6.177, 4.285], [1.314, -4.857, 4.164], [1.630, -4.076, 3.043], [1.106, -2.798, 2.874], [0.745, -2.079, 3.924], [0.971, -2.251, 5.143], [-0.104, -0.842, 3.603], [-0.473, -0.010, 4.661], [-1.303, 1.068, 4.418], [-1.749, 1.296, 3.125], [-1.320, 0.433, 2.130], [-0.523, -0.611, 2.358], [2.423, -4.676, 2.008], [2.812, -6.013, 2.174], [2.456, -6.759, 3.285], [2.991, -8.425, 3.392], [2.721, -3.931, 0.860], [3.625, -4.358, -0.005], [4.383, -5.358, -0.009], [3.757, -3.516, -1.273], [3.870, -4.208, -2.482], [4.013, -3.504, -3.659], [4.071, -2.116, -3.610], [3.971, -1.511, -2.371], [3.815, -2.183, -1.227], [0.748, -4.403, 4.962], [-0.097, -0.256, 5.644], [-1.609, 1.719, 5.230], [-2.421, 2.111, 2.882], [-1.632, 0.560, 1.098], [3.420, -6.466, 1.409], [3.846, -5.288, -2.457], [4.072, -4.027, -4.607], [4.170, -1.515, -4.505], [3.987, -0.429, -2.290], [0.371, -5.183, -2.716], [0.072, -4.297, -1.690], [0.036, -2.931, -1.932], [0.335, -2.462, -3.206], [0.581, -3.345, -4.249], [0.609, -4.707, -3.999], [0.384, -1.069, -3.521], [0.923, -0.380, -2.649], [0.914, 1.014, -2.978], [-0.296, 1.675, -3.181], [-0.236, 3.030, -3.445], [1.004, 3.655, -3.522], [2.137, 2.893, -3.302], [2.107, 1.593, -3.007], [0.416, -6.245, -2.512], [-0.116, -4.661, -0.688], [-0.279, -2.240, -1.162], [0.778, -2.945, -5.236], [0.833, -5.399, -4.802], [-1.234, 1.138, -3.080], [-1.152, 3.592, -3.586], [1.093, 4.712, -3.738], [3.124, 3.344, -3.354], [5.733, 4.577, -0.420], [4.510, 3.678, -0.571], [3.957, 3.251, 0.781], [2.623, 2.033, 0.622], [2.328, 1.519, 1.992], [1.249, 3.140, 0.161], [0.454, 3.645, 1.356], [1.188, 4.622, 2.266], [6.123, 4.880, -1.393], [6.532, 4.061, 0.115], [5.487, 5.482, 0.140], [4.766, 2.788, -1.153], [3.739, 4.204, -1.138], [3.617, 4.100, 1.374], [4.713, 2.708, 1.355], [0.610, 2.535, -0.487], [1.665, 3.948, -0.447], [0.130, 2.786, 1.943], [-0.452, 4.110, 0.959], [1.989, 4.119, 2.808], [0.501, 5.032, 3.009], [1.612, 5.461, 1.705], [-8.068, 1.905, -1.098], [-6.756, 3.029, -0.932], [-7.047, 4.384, -0.947], [-6.018, 5.300, -0.802], [-4.715, 4.861, -0.635], [-4.446, 3.501, -0.616], [-2.821, 2.971, -0.377], [-5.456, 2.543, -0.775], [-5.187, 1.165, -0.788], [-4.970, 0.513, 0.440], [-5.497, 1.025, 1.626], [-5.295, 0.367, 2.832], [-4.560, -0.806, 2.868], [-4.038, -1.312, 1.686], [-4.232, -0.684, 0.463], [-3.651, -1.269, -0.798], [-2.615, -0.327, -1.461], [-3.041, 0.382, -2.416], [-1.469, -0.322, -0.974], [-8.072, 4.706, -1.072], [-6.234, 6.360, -0.815], [-3.899, 5.560, -0.512], [-4.501, 0.907, -1.517], [-6.067, 1.947, 1.607], [-5.703, 0.788, 3.743], [-4.364, -1.311, 3.806], [-3.432, -2.210, 1.711], [-4.447, -1.469, -1.522], [-3.156, -2.207, -0.546]]}